Computed, not measured: a structure of composition C30H22Cl2FeN6O4 in a non-equilibrium geometry, with the ωB97M-V functional and the def2-TZVPD basis.

Last column: natural (NBO) charge in e.
CARTESIAN COORDINATES (ANGSTROEM)
Fe: -0.806 0.225 -0.415  1.167
Cl: -3.248 6.449 -0.131  -0.024
C: -3.137 4.714 -0.019  -0.085
C: -1.877 4.142 0.088  -0.231
C: -1.719 2.761 0.181  0.139
N: -0.480 2.058 0.296  -0.616
C: 0.552 2.750 0.833  0.636
O: 0.485 3.924 1.213  -0.679
C: 1.949 2.152 0.987  0.141
C: 2.981 3.082 1.162  -0.215
C: 4.273 2.628 1.336  -0.191
C: 4.508 1.261 1.346  -0.269
C: 3.423 0.419 1.176  0.036
N: 2.178 0.852 0.997  -0.420
C: -2.882 1.971 0.118  0.223
C: -4.142 2.547 0.041  -0.268
C: -4.273 3.923 -0.024  -0.063
Cl: -5.867 4.612 -0.128  -0.022
N: -2.639 0.617 0.034  -0.606
C: -3.509 -0.372 0.212  0.621
O: -4.666 -0.360 0.627  -0.656
C: -2.888 -1.657 -0.292  0.170
C: -3.532 -2.872 -0.160  -0.224
C: -2.935 -3.998 -0.702  -0.155
C: -1.732 -3.865 -1.380  -0.264
C: -1.154 -2.608 -1.466  0.086
N: -1.716 -1.533 -0.927  -0.407
H: -1.022 4.794 0.112  0.263
H: 2.736 4.132 1.161  0.245
H: 5.087 3.331 1.468  0.204
H: 5.503 0.858 1.486  0.207
H: 3.539 -0.661 1.175  0.196
H: -5.020 1.918 0.026  0.251
H: -4.480 -2.897 0.359  0.245
H: -3.403 -4.969 -0.606  0.211
H: -1.242 -4.717 -1.828  0.217
H: -0.214 -2.445 -1.974  0.221
C: -0.707 2.185 -4.161  -0.676
C: -0.291 1.273 -3.028  0.515
O: -1.181 1.055 -2.154  -0.647
C: 0.999 0.754 -3.046  -0.508
C: 1.508 -0.184 -2.126  0.324
C: 2.830 -0.848 -2.397  -0.661
N: 0.826 -0.522 -1.061  -0.366
N: 1.315 -1.516 -0.225  -0.456
C: 0.645 -1.530 0.884  0.544
O: -0.367 -0.775 1.158  -0.691
C: 1.089 -2.476 1.944  -0.020
C: 2.021 -3.479 1.687  -0.199
C: 2.421 -4.338 2.698  -0.235
C: 1.898 -4.204 3.978  -0.212
C: 0.968 -3.207 4.238  -0.227
C: 0.562 -2.349 3.226  -0.191
H: -1.790 2.291 -4.154  0.230
H: -0.371 1.806 -5.125  0.208
H: -0.265 3.172 -4.012  0.227
H: 1.628 1.025 -3.883  0.203
H: 3.437 -0.217 -3.044  0.212
H: 2.674 -1.805 -2.901  0.221
H: 3.352 -1.052 -1.465  0.242
H: 2.420 -3.568 0.685  0.228
H: 3.144 -5.117 2.488  0.202
H: 2.213 -4.874 4.768  0.200
H: 0.556 -3.096 5.234  0.206
H: -0.164 -1.569 3.408  0.240

Cartesian forces (eV/Å) of the 2 atoms listed first:
-0.86 -0.01 -0.78
-0.01 0.00 -0.01

As for the LUMO energy (alpha / beta): 2.6 / 2.6 eV. Its expectation value of S² is 0.7694. As for the spin multiplicity: 2. The total charge is -1.